Record 1
Density functional theory data (ωB97M-V with the def2-TZVPD basis set) for one molecule with the formula C5H8N2 in a non-equilibrium geometry.

* molar mass: 96.1 g/mol
* relative energy (zero: lowest compared OMol25 entry of this formula, charge and spin): 63.08 kJ/mol
* SMILES: Cc1cc(N)c[nH]1
* E: -304.81147 a.u.

Geometry (Å):
C  2.29739  -0.51195  0.04444
C  0.84830  -0.18105  0.33154
C  -0.27563  -0.85786  -0.05407
C  -1.34971  0.08443  -0.09491
N  -2.61230  -0.19721  -0.64001
C  -0.85448  1.29507  0.33415
N  0.50048  1.09739  0.64695
H  2.77416  -1.10341  0.82788
H  2.30447  -1.07583  -0.89089
H  2.95158  0.35903  -0.13564
H  -0.30866  -1.90259  -0.32745
H  -3.39598  0.28400  -0.22443
H  -2.79784  -1.18640  -0.72886
H  -1.37797  2.23062  0.49593
H  1.29618  1.66575  0.41537


Record 2
Density functional theory data (ωB97M-V with the def2-TZVPD basis set) for C10H14CoN4O3S as an isolated structure.

* molar mass: 329.2 g/mol
* spin multiplicity: 2
* relative energy (zero: lowest compared OMol25 entry of this formula, charge and spin): 0.00 kJ/mol
* E: -2615.24008 a.u.

Geometry (Å):
Co  -0.35837  0.15708  0.20116
N  -0.47851  2.13642  0.02639
C  -0.21033  2.70816  1.37488
C  0.75192  1.79913  2.14137
O  1.43074  2.21248  3.07194
N  0.65672  0.54525  1.68858
C  1.35237  -0.56557  2.29448
C  0.92883  -1.83031  1.54882
O  1.26812  -2.93987  1.92404
O  0.14361  -1.62584  0.52154
H  0.25629  2.42946  -0.61194
H  -1.35656  2.49007  -0.33807
H  -1.15496  2.70234  1.92082
H  0.16693  3.72849  1.33414
H  1.07951  -0.68950  3.34758
H  2.44000  -0.46049  2.26634
C  -1.62289  -3.79615  3.13604
C  -2.14789  -2.41275  2.98947
C  -2.46095  -1.56018  4.01372
C  -2.88376  -0.26249  3.68858
N  -2.99376  0.16352  2.43609
C  -2.67504  -0.66925  1.44423
S  -2.69982  -0.19973  -0.20265
N  -2.30420  -1.94466  1.73651
C  -3.18333  0.73255  4.76272
H  -1.58687  -4.07996  4.18410
H  -0.61223  -3.83604  2.71720
H  -2.25729  -4.50182  2.59645
H  -2.35955  -1.87802  5.04027
H  -1.93274  -2.47809  0.95932
H  -3.55174  0.25079  5.66683
H  -3.90264  1.46336  4.40245
H  -2.26071  1.26181  5.01370


Record 3
Density functional theory data (ωB97M-V with the def2-TZVPD basis set) for one molecule with the formula C2H6N2O in a non-equilibrium geometry.

* molar mass: 74.1 g/mol
* relative energy (zero: lowest compared OMol25 entry of this formula, charge and spin): 95.87 kJ/mol
* SMILES: [H]/N=C(\N)OC
* E: -264.55080 a.u.

Geometry (Å):
H  -1.29757  1.81216  -0.13165
N  -0.40671  1.34387  0.00391
C  -0.57389  0.06698  0.02343
N  -1.77362  -0.62463  -0.01662
O  0.47512  -0.74397  0.00267
C  1.75053  -0.10697  0.00501
H  -1.75957  -1.64802  -0.09238
H  -2.64597  -0.12443  0.19441
H  1.82064  0.68898  -0.75163
H  1.95429  0.28276  1.01543
H  2.45676  -0.94674  -0.25258


Record 4
Density functional theory data (ωB97M-V with the def2-TZVPD basis set) for one molecule with the formula C3H4OSi in a non-equilibrium geometry.

* molar mass: 84.1 g/mol
* relative energy (zero: lowest compared OMol25 entry of this formula, charge and spin): 229.42 kJ/mol
* SMILES: C#CC(=O)[SiH3]
* E: -481.28541 a.u.

Geometry (Å):
C  -2.24965  -0.23760  -0.90505
C  -1.30718  0.10520  -0.19374
C  -0.12470  0.51826  0.48870
O  -0.23276  1.00904  1.77759
Si  1.57558  -0.09124  0.11822
H  -3.13309  -0.61064  -1.34881
H  1.42440  -1.22762  0.95928
H  1.46712  -0.38355  -1.44190
H  2.58028  0.91814  0.54572


Record 5
Density functional theory data (ωB97M-V with the def2-TZVPD basis set) for one molecule with the formula C18H18N4O4S in a non-equilibrium geometry.

* molar mass: 386.4 g/mol
* relative energy (zero: lowest compared OMol25 entry of this formula, charge and spin): 638.51 kJ/mol
* SMILES: O=C(NCc1ccc(S(=O)(=O)N2CC(O)C2)cc1)c1ccc2nccn2c1
* E: -1614.68935 a.u.

Geometry (Å):
O  -0.53351  -0.48443  -4.82972
C  -0.56653  0.44462  -4.03046
N  -1.39725  0.42949  -2.96776
C  -1.84600  -0.87324  -2.36658
C  -1.38923  -0.90537  -0.96958
C  -0.23387  -1.59596  -0.52705
C  0.18294  -1.50133  0.80658
C  -0.60226  -0.75978  1.65725
S  0.16274  -0.65686  3.44383
O  -0.19181  0.61987  4.06060
O  1.60823  -1.05628  3.45375
N  -0.77318  -1.84234  4.48159
C  -0.99169  -3.24542  4.15831
C  -0.78921  -3.55326  5.68779
O  -2.01354  -3.88621  6.39773
C  -0.46761  -2.11451  5.89155
C  -1.60631  0.04775  1.22292
C  -1.99695  -0.15584  -0.09552
C  0.41134  1.49019  -4.17885
C  1.56888  1.57585  -5.20184
C  2.65884  2.31859  -5.07877
C  2.64917  3.30519  -3.99963
N  3.53922  4.20909  -3.81674
C  3.26291  4.95558  -2.73949
C  2.01978  4.41080  -2.22117
N  1.60644  3.33931  -3.08489
C  0.48386  2.42103  -3.11958
H  -1.13286  1.12740  -2.22601
H  -2.93964  -0.99643  -2.52196
H  -1.29407  -1.64346  -2.88618
H  0.43650  -2.36212  -0.91575
H  1.06736  -2.05989  1.17742
H  -2.06021  -3.43193  3.80725
H  -0.43271  -3.79815  3.39436
H  0.04713  -4.29446  5.77235
H  -2.82746  -3.30927  6.35990
H  0.55324  -1.95743  6.15481
H  -1.21344  -1.65528  6.59909
H  -2.03233  0.74893  1.94547
H  -2.85057  0.36290  -0.47777
H  1.38688  1.01515  -6.19566
H  3.14304  2.49960  -6.09637
H  4.01116  5.69695  -2.38630
H  1.57202  4.71710  -1.29001
H  -0.18947  2.40387  -2.24887


Record 6
Density functional theory data (ωB97M-V with the def2-TZVPD basis set) for C22H44N3O2P3Rh as an isolated structure in a non-equilibrium geometry.

* molar mass: 578.4 g/mol
* spin multiplicity: 5
* net charge: +3
* relative energy (zero: lowest compared OMol25 entry of this formula, charge and spin): 0.00 kJ/mol
* E: -2313.03883 a.u.

Geometry (Å):
Rh  0.08801  -0.55076  -0.48408
P  -0.11186  -2.78156  0.13630
P  1.91939  -0.35639  0.74579
P  0.07584  -1.01461  -2.73037
H  -0.99760  1.76011  0.41854
C  -1.27198  1.19256  -0.47979
C  -2.12012  0.06966  -0.35155
H  -2.52598  -0.12006  0.64917
C  -0.42364  -3.35756  1.85859
C  1.38475  -3.79826  -0.25917
C  -1.47323  -3.61443  -0.77848
C  2.03527  1.38467  1.27145
C  2.20301  -1.31872  2.29268
C  3.35390  -0.82396  -0.29542
C  -1.63062  -1.15054  -3.36837
C  0.89923  -2.52555  -3.29924
C  0.79521  0.25050  -3.80886
H  -1.22040  1.72921  -1.42969
H  -2.73561  -0.29766  -1.17953
H  -1.50166  -3.35441  2.06561
H  0.04268  -2.68691  2.58529
H  -0.01526  -4.36906  2.02044
H  2.25004  -3.49088  0.34066
H  1.66240  -3.72466  -1.31542
H  1.15236  -4.84795  -0.02390
H  -2.42547  -3.10483  -0.57901
H  -1.57216  -4.66446  -0.46341
H  -1.29452  -3.59912  -1.85924
H  3.01694  1.75757  0.96131
H  1.93224  1.45477  2.36627
H  1.25854  2.02743  0.83169
H  3.26749  -1.23822  2.55530
H  1.96448  -2.38761  2.19697
H  1.63326  -0.89713  3.13459
H  4.28870  -0.56501  0.21391
H  3.31171  -0.29303  -1.25333
H  3.36172  -1.90430  -0.48682
H  -1.56615  -1.31948  -4.45264
H  -2.19242  -0.22774  -3.18239
H  -2.16661  -1.97978  -2.89253
H  0.93820  -2.49459  -4.39394
H  0.37138  -3.43395  -2.99644
H  1.92906  -2.55179  -2.93088
H  0.47504  0.08968  -4.84815
H  1.88669  0.21675  -3.73533
H  0.47490  1.22887  -3.43911
C  0.57830  3.80037  -2.35476
C  1.38977  4.82846  -1.83006
C  1.49901  6.02144  -2.55705
C  0.79455  6.21782  -3.75075
C  -0.03662  5.19980  -4.22606
C  -0.18710  4.00237  -3.52015
O  0.69404  2.48677  -1.92155
H  0.92234  2.32791  -0.95443
H  1.93841  4.68003  -0.89316
H  2.14864  6.81077  -2.18274
H  0.88913  7.16052  -4.30241
H  -0.56240  5.37220  -5.16442
H  -0.84198  3.21213  -3.88846
C  -0.65265  1.66598  5.65868
N  -1.27375  0.67588  4.79226
C  -1.99459  -0.31303  5.36909
C  -2.66447  -1.21725  4.60332
C  -2.59525  -1.03410  3.20270
N  -1.87122  -0.08660  2.64259
C  -1.19012  0.81811  3.39455
O  -0.50912  1.73590  2.90993
N  -3.20731  -1.93943  2.36265
H  -0.08058  2.37430  5.05760
H  0.01100  1.18150  6.38632
H  -1.42729  2.19665  6.23014
H  -1.98950  -0.29640  6.45639
H  -3.21610  -2.04794  5.02297
H  -3.96096  -2.50677  2.73262
H  -3.33136  -1.64423  1.39675


Which of these has the highest molar mass? C22H44N3O2P3Rh


Which of these has the highest E? C2H6N2O


Which formula does entry 1 have? C5H8N2